A single C8H5N3O4 molecule, computed with wB97M-V/def2-TZVPD.

Properties
LUMO energy: -0.988 eV
Structure (SMILES): O=[N+]([O-])C1([N+](=O)[O-])C=Nc2ccccc21
HOMO level: -10.0 eV
Electronic energy: -21029.3703 eV
Orbital gap: 0.3295 Eh

Bonds (Å) are listed after each position.
Atoms and positions in Å:
1 O -2.117 0.132 1.914  N2 1.209
2 N -2.043 -0.589 0.947  O1 1.209, O3 1.225, C4 1.519
3 O -2.237 -1.798 0.971  N2 1.225
4 C -1.460 0.043 -0.305  N2 1.519, N5 1.621, C8 1.503, C15 1.739
5 N -2.460 1.235 -0.759  C4 1.621, O6 1.199, O7 1.203
6 O -3.638 1.011 -0.793  N5 1.199
7 O -1.853 2.175 -1.198  N5 1.203
8 C -1.293 -0.947 -1.424  C4 1.503, N9 1.255, H16 1.054
9 N -0.088 -1.264 -1.575  C8 1.255, C10 1.440
10 C 0.856 -0.513 -0.789  N9 1.440, C11 1.398, C15 1.385
11 C 2.214 -0.807 -0.636  C10 1.398, C12 1.385, H17 1.033
12 C 2.907 -0.172 0.382  C11 1.385, C13 1.383, H18 1.057
13 C 2.231 0.784 1.117  C12 1.383, C14 1.348, H19 1.104
14 C 0.900 0.990 1.074  C13 1.348, C15 1.372, H20 1.042
15 C 0.208 0.356 0.073  C4 1.739, C10 1.385, C14 1.372
16 H -2.102 -1.436 -1.890  C8 1.054
17 H 2.558 -1.639 -1.144  C11 1.033
18 H 3.902 -0.523 0.437  C12 1.057
19 H 2.936 1.317 1.779  C13 1.104
20 H 0.577 1.645 1.819  C14 1.042